Density functional theory data (ωB97M-V/def2-TZVPD) for a single C25H50O2 molecule.

XYZ file:
```
77
C25H50O2, DFT ωB97M-V/def2-TZVPD
C -9.236 -5.516 1.301
C -9.519 -4.097 0.822
C -8.266 -3.423 0.270
C -8.542 -2.003 -0.219
C -7.289 -1.334 -0.777
C -7.572 0.083 -1.269
C -6.383 0.730 -1.982
C -5.139 0.942 -1.116
C -5.360 1.939 0.019
C -4.110 2.173 0.869
C -2.981 2.877 0.119
C -1.835 3.264 1.050
C -0.683 3.926 0.297
C 0.432 4.373 1.239
C 1.572 5.101 0.525
C 2.429 4.216 -0.383
C 3.276 3.204 0.387
C 4.192 2.406 -0.538
C 5.072 1.427 0.236
C 5.982 0.618 -0.685
C 6.892 -0.327 0.096
C 7.775 -1.158 -0.832
C 8.833 -1.982 -0.097
H 9.467 -1.317 0.493
H 9.459 -2.486 -0.836
C 8.237 -3.044 0.829
C 7.446 -4.068 0.057
O 7.783 -4.591 -0.971
O 6.287 -4.363 0.663
H 5.801 -5.036 0.161
H 9.048 -3.577 1.331
H 7.595 -2.603 1.590
H 8.288 -0.486 -1.524
H 7.151 -1.826 -1.429
H 7.525 0.257 0.769
H 6.271 -0.985 0.708
H 5.371 0.038 -1.380
H 6.595 1.302 -1.278
H 5.684 1.982 0.951
H 4.438 0.745 0.807
H 3.586 1.856 -1.261
H 4.829 3.095 -1.099
H 2.628 2.511 0.926
H 3.883 3.734 1.126
H 1.793 3.689 -1.096
H 3.097 4.861 -0.958
H 1.145 5.909 -0.075
H 2.222 5.557 1.275
H 0.823 3.508 1.777
H 0.005 5.051 1.983
H -1.062 4.794 -0.248
H -0.289 3.221 -0.437
H -2.207 3.949 1.816
H -1.466 2.370 1.561
H -2.595 2.225 -0.666
H -3.374 3.778 -0.359
H -4.388 2.784 1.732
H -3.748 1.215 1.250
H -6.152 1.569 0.673
H -5.693 2.892 -0.399
H -4.343 1.311 -1.765
H -4.809 -0.012 -0.702
H -6.108 0.102 -2.834
H -6.700 1.698 -2.378
H -8.409 0.048 -1.971
H -7.884 0.704 -0.427
H -6.900 -1.932 -1.606
H -6.525 -1.310 0.002
H -9.312 -2.033 -0.994
H -8.933 -1.406 0.608
H -7.500 -3.394 1.049
H -7.872 -4.018 -0.557
H -9.911 -3.505 1.653
H -10.286 -4.123 0.045
H -8.487 -5.510 2.090
H -10.140 -5.978 1.691
H -8.864 -6.128 0.482
```

Calculated values
HOMO level, eV: -10.429
Electronic energy, hartree: -1133.1006
SMILES: CCCCCCCCCCCCCCCCCCCCCCCCC(=O)O
Total charge: 0
Energy above the lowest of the compared OMol25 structures with the same formula, charge and spin, eV: 0.2192
HOMO-LUMO gap, eV: 11.21



Density functional theory data (ωB97M-V/def2-TZVPD) for a molecular structure, C12H19GdO7P in a non-equilibrium geometry.

XYZ file:
```
40
C12H19GdO7P, DFT ωB97M-V/def2-TZVPD
Gd -1.235 0.526 0.162
O -2.783 -0.685 -2.954
C -2.447 -0.120 -2.002
C -0.169 1.898 2.182
O 0.395 2.372 3.091
C -2.487 -0.814 1.722
O -2.887 -1.671 2.409
C -0.299 2.744 -1.291
O 0.204 3.549 -1.947
C -5.628 3.745 0.457
H -5.557 4.226 -0.536
H -6.326 2.893 0.557
C -5.047 4.305 1.549
H -5.256 3.924 2.566
H -4.487 5.256 1.471
C 4.141 1.570 1.070
C 2.762 1.413 0.484
O 2.104 0.459 1.369
P 1.056 -0.782 1.072
O 2.132 -1.866 0.479
C 3.111 -1.909 -0.606
C 2.525 -2.242 -1.951
O -0.236 -1.511 -0.454
C -0.489 -2.906 -0.087
C -1.244 -3.690 -1.141
H 4.110 1.810 2.143
H 4.714 2.336 0.550
H 4.636 0.599 0.975
H 2.161 2.311 0.573
H 2.712 1.029 -0.537
H 3.731 -1.013 -0.657
H 3.775 -2.728 -0.367
H 1.927 -1.405 -2.345
H 3.317 -2.357 -2.714
H 1.961 -3.194 -2.031
H 0.456 -3.408 0.092
H -1.037 -2.899 0.845
H -0.633 -3.847 -2.052
H -1.475 -4.704 -0.747
H -2.207 -3.214 -1.393
```

Calculated values
HOMO level (spin up / spin down), eV: -17.479 / -18.533
Electronic energy, hartree: -2100.9708
Total charge: +3
Multiplicity: 8
Energy above the lowest of the compared OMol25 structures with the same formula, charge and spin, eV: 5.7158
Expectation value of S²: 15.79
HOMO-LUMO gap (spin up / spin down), eV: 6.38 / 3.40



Density functional theory data (ωB97M-V/def2-TZVPD) for a molecular structure, C45H50CrN3O8P in a non-equilibrium geometry.

XYZ file:
```
108
C45H50CrN3O8P, DFT ωB97M-V/def2-TZVPD
Cr -0.984 0.809 -0.784
C 1.486 -0.382 -4.339
O 0.890 0.648 -5.120
C 0.949 1.880 -4.525
C 1.468 2.930 -5.234
C 1.597 4.253 -4.681
C 1.108 4.429 -3.411
C 0.402 3.406 -2.697
C -0.243 3.872 -1.438
N -1.032 3.084 -0.785
N -1.637 3.686 0.299
C -2.078 2.779 1.142
O -2.049 1.485 0.980
C -2.666 3.362 2.404
C -3.806 2.796 3.013
C -4.313 3.503 4.101
C -3.631 4.551 4.697
C -2.506 5.055 4.116
C -2.027 4.488 2.940
C 0.326 2.130 -3.190
O -0.244 1.110 -2.622
H 2.511 -0.581 -4.766
H 0.975 -1.301 -4.431
H 1.555 -0.075 -3.333
H 1.801 2.704 -6.263
H 2.165 4.988 -5.193
H 1.319 5.322 -2.891
H 0.003 4.839 -1.070
H -4.219 1.844 2.734
H -5.217 3.068 4.643
H -3.947 4.970 5.623
H -1.880 5.858 4.565
H -1.135 4.949 2.466
C -5.791 3.411 -1.626
O -6.430 2.239 -1.846
C -5.682 1.099 -1.928
C -6.412 0.071 -2.431
C -5.827 -1.164 -2.710
C -4.475 -1.328 -2.515
C -3.861 -2.561 -3.006
C -2.435 -2.602 -3.426
O -4.554 -3.549 -3.145
C -3.772 -0.261 -1.799
O -2.548 -0.502 -1.435
C -4.341 0.966 -1.536
H -6.453 4.201 -1.836
H -5.033 3.658 -2.400
H -5.381 3.563 -0.584
H -7.461 0.239 -2.550
H -6.222 -2.090 -3.001
H -2.424 -2.659 -4.551
H -1.928 -3.467 -3.024
H -1.988 -1.674 -3.047
H -3.801 1.654 -0.922
C -3.500 -1.782 3.167
C -2.893 -1.551 1.803
P -1.077 -1.366 1.514
C -0.607 -3.232 1.626
C 0.905 -3.434 1.497
C -0.554 -0.818 3.208
C 0.827 -0.331 3.302
H -4.383 -2.392 3.050
H -3.931 -0.843 3.535
H -2.871 -2.189 3.972
H -3.318 -0.585 1.445
H -3.159 -2.360 1.091
H -1.091 -3.714 0.785
H -1.032 -3.723 2.541
H 1.221 -3.030 0.550
H 1.237 -4.386 1.535
H 1.553 -2.901 2.248
H -0.773 -1.589 3.966
H -1.328 -0.015 3.430
H 1.488 -1.170 3.244
H 1.071 0.121 4.224
H 1.127 0.407 2.530
C 4.783 -6.182 0.804
C 4.976 -4.748 1.138
C 5.803 -4.493 2.228
C 6.023 -3.177 2.694
C 5.461 -2.130 1.931
C 4.709 -2.345 0.762
N 4.272 -1.326 -0.082
C 4.431 0.026 0.237
C 5.667 0.642 0.344
C 5.861 2.047 0.384
C 4.771 2.852 0.233
C 3.462 2.284 0.153
C 3.319 0.908 0.116
C 1.930 0.361 -0.096
O 1.869 -0.760 -0.646
O 0.980 1.135 0.153
C 4.445 -3.703 0.358
C 3.575 -3.851 -0.839
H 5.305 -6.709 1.539
H 5.209 -6.570 -0.107
H 3.755 -6.488 0.790
H 6.217 -5.287 2.712
H 6.499 -2.859 3.568
H 5.602 -1.094 2.209
H 3.296 -1.427 -0.406
H 6.557 0.095 0.369
H 6.864 2.527 0.474
H 4.852 3.949 0.312
H 2.554 2.872 0.117
H 3.161 -4.741 -0.829
H 4.040 -3.449 -1.735
H 2.723 -3.179 -0.780
```

Calculated values
HOMO level (spin up / spin down), eV: -1.722 / -2.409
Electronic energy, hartree: -3896.8585
Total charge: -2
Multiplicity: 5
Energy above the lowest of the compared OMol25 structures with the same formula, charge and spin, eV: 0.9178
Expectation value of S²: 6.01
HOMO-LUMO gap (spin up / spin down), eV: 5.77 / 6.46



Density functional theory data (ωB97M-V/def2-TZVPD) for a molecular structure, C22H19AgBr2Cl4N5O2P in a non-equilibrium geometry.

XYZ file:
```
56
C22H19AgBr2Cl4N5O2P, DFT ωB97M-V/def2-TZVPD
Ag -0.047 -1.426 -0.066
Cl -5.772 -3.011 3.426
C -4.676 -2.129 2.426
C -4.874 -0.777 2.208
Cl -6.184 0.029 2.994
C -4.021 -0.085 1.347
Cl -4.399 1.593 1.142
C -2.970 -0.695 0.664
O -2.195 -0.111 -0.218
C -2.719 -2.097 0.945
O -1.747 -2.715 0.385
C -3.598 -2.758 1.821
Cl -3.322 -4.437 2.100
Br 5.853 -4.614 -1.892
C 4.307 -3.587 -1.473
C 3.372 -3.289 -2.461
C 2.300 -2.495 -2.097
N 2.086 -2.045 -0.866
C 2.973 -2.367 0.100
C 4.118 -3.120 -0.192
C 2.681 -1.910 1.453
C 3.489 -2.240 2.551
C 3.152 -1.743 3.791
Br 4.251 -2.116 5.289
C 2.005 -0.970 3.950
C 1.248 -0.731 2.819
N 1.575 -1.157 1.607
H 3.478 -3.662 -3.466
H 1.584 -2.183 -2.846
H 4.854 -3.336 0.562
H 4.369 -2.854 2.450
H 1.717 -0.587 4.916
H 0.339 -0.147 2.884
C -0.530 4.386 -1.278
N -1.749 3.518 -1.517
C -1.579 2.806 -2.843
N -0.367 2.080 -2.878
C 0.757 2.968 -2.648
N 0.667 3.636 -1.363
C 0.772 2.666 -0.274
P -0.568 1.275 -0.190
C -1.944 2.539 -0.428
C -0.367 0.911 -2.012
H -0.636 4.814 -0.277
H -0.532 5.186 -2.028
H -2.588 4.100 -1.547
H -1.577 3.566 -3.636
H -2.430 2.131 -2.968
H 0.785 3.721 -3.443
H 1.680 2.393 -2.682
H 0.763 3.215 0.673
H 1.751 2.186 -0.347
H -2.100 3.074 0.512
H -2.845 1.961 -0.638
H -1.177 0.243 -2.308
H 0.589 0.394 -2.134
```

Calculated values
HOMO level, eV: -5.675
Electronic energy, hartree: -8751.0530
Total charge: 0
Energy above the lowest of the compared OMol25 structures with the same formula, charge and spin, eV: 0.2146
HOMO-LUMO gap, eV: 4.70



Density functional theory data (ωB97M-V/def2-TZVPD) for 6 unconnected molecules or ions with the total composition C30H72N4O8 in a non-equilibrium geometry.

XYZ file:
```
114
C30H72N4O8, DFT ωB97M-V/def2-TZVPD
C 1.376 -1.612 2.521
C 0.899 -1.621 1.066
C 1.782 -0.930 0.016
O 0.887 -0.686 -1.098
C 1.494 0.004 -2.119
N 0.684 -3.020 0.713
H 1.113 -0.648 2.956
H 2.435 -1.864 2.482
H 0.888 -2.347 3.160
H -0.062 -1.122 1.188
H 2.629 -1.511 -0.350
H 2.082 0.085 0.277
H 2.501 -0.352 -2.336
H 1.458 1.093 -2.108
H 1.047 -0.315 -3.060
H -0.135 -3.431 1.139
H 0.354 -2.945 -0.239
C 3.697 -4.505 3.025
C 4.998 -4.222 3.826
C 4.806 -4.666 5.376
O 4.276 -5.988 5.354
C 2.923 -6.250 5.718
N 6.010 -4.960 3.088
H 2.867 -3.954 3.467
H 3.363 -5.543 3.042
H 3.809 -4.115 2.013
H 5.294 -3.173 3.814
H 4.075 -4.004 5.841
H 5.743 -4.531 5.916
H 2.661 -5.756 6.654
H 2.795 -7.325 5.847
H 2.209 -5.996 4.934
H 6.118 -4.673 2.126
H 5.595 -5.881 3.115
C 1.039 1.872 5.780
C -0.371 2.336 6.328
O -1.052 1.237 6.882
O 1.893 1.478 6.819
H 1.475 2.620 5.118
H 0.904 0.955 5.207
H -0.850 2.777 5.453
H -0.195 3.009 7.167
H -1.808 1.581 7.363
H 2.661 2.048 6.740
C -3.077 -4.739 1.362
C -4.594 -5.161 1.513
O -4.911 -5.025 2.849
O -2.269 -5.838 1.372
H -2.875 -3.862 1.977
H -2.888 -4.379 0.351
H -4.727 -6.133 1.037
H -5.153 -4.436 0.921
H -5.699 -5.551 3.006
H -1.907 -6.118 2.216
C 1.097 2.672 2.166
C -0.109 3.246 1.384
C -1.374 2.885 2.184
C -2.616 3.719 1.830
C -2.198 5.186 1.987
C -0.974 5.677 1.007
N 0.105 4.656 1.207
O 1.303 4.830 0.379
C -1.504 5.714 -0.398
C -0.493 7.079 1.492
C -0.412 2.620 0.035
H 1.409 3.364 2.948
H 1.989 2.725 1.542
H 0.945 1.664 2.552
H -1.626 1.828 2.102
H -1.061 3.080 3.209
H -3.471 3.518 2.474
H -2.961 3.578 0.805
H -1.765 5.327 2.977
H -3.092 5.806 2.064
H -0.670 5.608 -1.092
H -2.168 4.915 -0.726
H -2.060 6.595 -0.721
H -1.260 7.853 1.488
H -0.346 7.029 2.571
H 0.470 7.467 1.159
H -1.164 3.179 -0.520
H -0.800 1.608 0.154
H 0.522 2.595 -0.526
H 1.036 4.423 -0.448
C -2.351 0.867 -4.635
C -2.034 1.196 -6.128
C -0.898 2.167 -6.297
C 0.470 1.492 -6.091
C 0.677 0.198 -6.820
C -0.523 -0.839 -6.842
N -1.825 -0.104 -6.777
O -2.954 -0.889 -6.821
C -0.601 -1.640 -8.241
C -0.447 -1.739 -5.589
C -3.284 1.913 -6.641
H -3.258 0.271 -4.532
H -2.460 1.772 -4.037
H -1.549 0.208 -4.303
H -0.843 2.558 -7.313
H -0.988 2.944 -5.538
H 0.591 1.355 -5.016
H 1.225 2.186 -6.459
H 1.509 -0.315 -6.339
H 0.932 0.480 -7.841
H -0.979 -2.648 -8.071
H -1.073 -1.078 -9.047
H 0.457 -1.822 -8.429
H -0.381 -1.305 -4.592
H -1.198 -2.528 -5.640
H 0.490 -2.262 -5.778
H -3.091 2.215 -7.671
H -3.489 2.838 -6.103
H -4.111 1.212 -6.761
H -3.036 -1.057 -7.762
```

Calculated values
HOMO level, eV: -7.636
Electronic energy, hartree: -2006.8625
SMILES: CC1(C)CCCC(C)(C)N1O.CC1(C)CCCC(C)(C)N1O.COC[C@H](C)N.COC[C@H](C)N.OCCO.OCCO
Total charge: 0
HOMO-LUMO gap, eV: 8.07



Density functional theory data (ωB97M-V/def2-TZVPD) for a molecular structure, C32H22BrPV.

XYZ file:
```
57
C32H22BrPV, DFT ωB97M-V/def2-TZVPD
V -0.745 0.526 -0.366
Br -1.832 2.707 0.091
C -3.554 1.833 0.198
C -4.578 2.531 0.743
C -5.854 1.916 0.785
C -6.029 0.672 0.258
C -4.944 -0.040 -0.322
C -5.121 -1.316 -0.916
C -4.072 -1.986 -1.472
C -2.773 -1.433 -1.426
C -2.527 -0.200 -0.871
C -3.645 0.527 -0.339
H -4.434 3.533 1.122
H -6.685 2.455 1.220
H -7.009 0.209 0.267
H -6.115 -1.748 -0.925
H -4.227 -2.954 -1.932
H -1.951 -2.008 -1.836
C 2.905 -3.941 3.174
C 3.312 -2.617 3.303
C 2.755 -1.636 2.495
C 1.785 -1.985 1.555
C 1.373 -3.311 1.436
C 1.937 -4.289 2.244
P 1.095 -0.766 0.416
C 1.124 0.845 1.312
C 0.294 0.931 2.442
C 0.213 2.115 3.158
C 0.928 3.228 2.731
C 1.727 3.160 1.596
C 1.831 1.970 0.887
C 2.261 -0.562 -0.951
C 3.519 -1.093 -0.999
C 4.333 -0.882 -2.137
C 3.866 -0.152 -3.190
C 2.559 0.401 -3.170
C 2.038 1.149 -4.258
C 0.773 1.657 -4.218
C -0.040 1.447 -3.079
C 0.409 0.726 -1.990
C 1.740 0.190 -2.042
H 3.344 -4.702 3.805
H 4.065 -2.348 4.033
H 3.073 -0.604 2.603
H 0.612 -3.582 0.713
H 1.616 -5.318 2.149
H -0.262 0.060 2.774
H -0.409 2.171 4.043
H 0.861 4.156 3.285
H 2.278 4.032 1.266
H 2.455 1.911 0.004
H 3.896 -1.683 -0.172
H 5.327 -1.308 -2.167
H 4.488 0.008 -4.064
H 2.664 1.309 -5.129
H 0.390 2.225 -5.056
H -1.040 1.862 -3.079
```

Calculated values
HOMO level (spin up / spin down), eV: -10.882 / -11.010
Electronic energy, hartree: -5091.7447
Total charge: +1
Multiplicity: 3
Expectation value of S²: 2.03
HOMO-LUMO gap (spin up / spin down), eV: 7.33 / 7.93



The highest electronic energy belongs to which entry?
C25H50O2